(1)
C10H13N | wB97M-V/def2-TZVPD

```
24
Properties=species:S:1:pos:R:3:forces:R:3
C 0.4388 -1.0420 -0.4059 2.325 2.492 -0.620
C 2.7652 0.7371 0.2282 -2.207 1.992 -3.322
C 3.0096 -0.6347 0.1653 -1.789 -1.078 1.527
H -2.9948 0.9268 0.9561 2.590 -2.258 -1.669
H 1.2659 2.5032 -0.3332 1.026 -1.274 0.065
C 1.8474 -1.4874 -0.0847 -1.652 -3.054 2.161
C -1.9626 0.2527 0.6436 -0.114 1.611 2.661
H -1.5610 0.8398 -1.5623 0.360 0.307 1.708
C 0.3475 0.3740 -0.5497 2.003 2.140 1.056
H 3.6440 1.2820 0.5460 -0.285 0.744 -0.030
H -1.2836 -1.4139 -1.7512 -0.305 0.149 -0.294
H -0.8740 2.3357 1.0267 0.687 1.095 -4.338
C -1.0578 -1.6910 -0.7392 4.334 -1.074 2.009
H -0.1851 3.0052 -0.7694 -2.889 -2.256 2.870
H -0.6979 -2.7560 -0.6905 -1.423 0.506 -0.267
N -0.9339 2.4054 -0.1340 -0.410 0.346 1.129
C 1.5062 1.4260 -0.3868 0.602 -6.311 2.580
H -1.4110 0.4212 1.7367 -0.756 -0.381 -2.889
H 4.0342 -0.9905 0.6746 -2.721 0.349 -1.487
H -1.5691 -1.8494 1.1178 0.329 -2.070 3.667
C -2.0541 -1.3177 0.4265 -1.871 3.044 -6.088
H 1.8906 -2.6761 0.4547 0.170 3.418 -2.279
C -1.0828 0.9523 -0.5156 0.351 1.483 -0.001
H -3.0817 -1.6026 -0.0538 1.648 0.080 1.850
```
Positions in Å, forces in eV/Å.

Values from the calculation:
Energy relative to the best compared isomer or geometry (same formula, charge and spin), eV: 6.8277
HOMO, eV: -8.39
HOMO-LUMO gap, eV: 8.967
LUMO, eV: 0.58
E_tot, eV: -12064.244



(2)
C10H13N2 | wB97M-V/def2-TZVPD

```
25
Properties=species:S:1:pos:R:3:forces:R:3
C 0.3479 1.2350 -2.4853 -0.890 0.970 2.133
H -0.0799 -1.5586 3.9484 -0.446 0.612 -0.465
H 1.8254 -0.0381 -1.6400 -0.670 0.689 0.419
H 0.5171 1.0267 -3.4656 1.281 -0.730 -2.531
C -0.6666 2.1254 -2.2524 0.634 0.285 0.554
C 0.1244 -0.7190 3.2520 1.294 -0.351 -0.171
H -0.9821 2.7667 -3.0394 -0.893 0.026 -0.587
C 0.2959 -1.1205 1.7977 2.373 3.983 -1.675
N -0.5434 -2.4165 -1.4037 -0.179 -0.229 -1.065
H 1.3778 0.8560 1.8713 0.790 -0.381 -0.298
H 2.2953 -0.4259 0.7809 -1.237 1.376 0.146
C -0.4804 1.7466 0.1107 1.850 -0.986 2.516
H -0.2592 -2.1013 -0.0001 0.326 0.416 0.257
H 1.1044 -0.2045 3.6459 -2.043 -0.892 -0.940
C 0.9987 0.6802 -1.4053 1.285 -2.090 -0.320
C -0.9511 -2.6537 -2.4371 0.800 0.396 1.719
H -1.9996 2.8394 -0.7546 0.190 0.791 -0.055
H -0.7471 2.0200 1.1578 -0.180 -0.351 -0.921
C 0.6215 0.8806 -0.0833 -0.056 0.088 -1.311
C 1.3522 0.1810 1.0045 -1.764 -2.684 1.956
H -1.2519 -2.8773 -3.3818 -0.848 -0.511 -2.241
C -1.0593 2.3437 -0.9457 -2.072 0.550 -0.534
N -0.2890 -1.9691 1.0443 -0.110 -0.452 3.093
H -0.8528 -2.6550 1.5589 -0.076 0.080 -0.425
H -0.6982 0.0383 3.1218 0.640 -0.603 0.745
```
Positions in Å, forces in eV/Å.

Values from the calculation:
Energy relative to the best compared isomer or geometry (same formula, charge and spin), eV: 3.1478
Net charge: +1
HOMO, eV: -12.27
HOMO-LUMO gap, eV: 8.952
LUMO, eV: -3.32
E_tot, eV: -13552.187



(3)
C10H13N2 | wB97M-V/def2-TZVPD

```
25
Properties=species:S:1:pos:R:3:forces:R:3
C 0.8236 -0.9075 -0.1758 -0.089 -0.162 -1.277
N 0.9467 0.5184 0.1405 1.128 -1.129 -0.765
H 2.1225 2.2345 -0.1351 -0.096 -0.792 0.620
H 2.4267 0.9133 -1.3110 0.264 -1.008 0.196
H 1.9097 -2.6015 -0.7173 -0.029 -1.472 -0.535
H -2.5573 -2.1393 1.0160 0.193 -0.053 0.606
C -2.9069 1.1921 -0.8376 0.386 -3.773 0.221
H -0.6970 1.6899 1.2019 0.984 -1.048 -1.013
C -3.8914 0.5745 -0.0411 1.019 3.282 0.769
C -1.5761 -0.8223 -0.3835 -2.995 0.241 3.259
H -4.6671 1.1920 0.3888 -0.896 -0.046 -0.873
N -3.7055 -0.5170 0.6544 -1.015 -0.658 1.120
H 2.7297 -1.0946 -1.4120 -1.845 -1.217 1.051
C -0.3750 -1.5253 -0.2826 3.546 -0.379 -0.702
C -1.7569 0.3676 -1.0056 0.024 1.936 -2.465
H -3.1167 2.0007 -1.4793 -0.017 1.070 -0.274
C 0.1486 0.9387 1.3266 -1.612 1.425 0.004
C 1.9680 1.1649 -0.3714 -2.773 1.779 0.459
H 0.8455 1.5386 1.8276 0.942 0.387 1.661
C 2.1067 -1.5908 -0.5408 0.561 2.408 -1.855
H -1.0033 0.5824 -1.7854 -0.405 0.444 0.479
H -0.2541 -2.6045 -0.4022 -0.606 0.215 0.044
H 2.8211 -1.4821 0.2026 1.289 -0.076 1.998
C -2.5991 -1.1631 0.5565 0.899 -1.668 -2.098
H -0.3369 0.1214 1.9043 1.145 0.295 -0.629
```
Positions in Å, forces in eV/Å.

Values from the calculation:
Energy relative to the best compared isomer or geometry (same formula, charge and spin), eV: 4.1431
Net charge: +1
HOMO, eV: -12.83
HOMO-LUMO gap, eV: 7.436
LUMO, eV: -5.40
E_tot, eV: -13551.191



(4)
C10H13N2O | wB97M-V/def2-TZVPD

```
26
Properties=species:S:1:pos:R:3:forces:R:3
H 3.9034 1.6766 0.0607 0.112 -0.817 -0.014
O 0.5584 1.3561 0.8879 -1.352 -0.620 1.145
H -3.6770 2.0925 -2.0960 0.210 -0.823 0.769
C -5.0835 0.9352 -0.9966 -0.702 -1.161 1.855
C -3.8026 1.2438 -1.3723 -0.734 1.966 -1.648
C -5.2170 -0.1435 -0.0846 -2.806 -0.581 -1.760
C -4.1115 -0.9009 0.2281 -0.813 1.379 -0.180
H 4.6575 0.7010 1.3539 0.562 -0.716 0.502
C 0.7333 2.3239 -0.1134 0.945 -1.836 -0.344
H 3.6404 -0.4879 -1.3189 -0.796 0.072 0.662
H -5.9803 1.4510 -1.3317 0.417 0.059 -0.079
H -2.1149 -1.1917 -0.2192 1.205 -0.373 0.492
C 2.6344 -0.0723 0.6925 0.879 -0.984 -2.770
H 2.3635 -1.6150 -0.7103 0.332 -0.606 -0.390
N -2.7532 0.5363 -1.0435 1.656 0.759 -0.330
H -6.2913 -0.5801 0.0374 2.094 1.023 0.411
C 1.5153 0.6934 0.1443 1.356 2.619 1.873
C 3.1903 -0.9785 -0.4235 0.845 -0.127 -1.098
H 3.1643 1.6981 1.5841 0.805 0.598 1.038
H 0.3619 3.3576 -0.0871 0.199 -0.454 0.040
N 1.5527 1.6188 -0.8617 -0.351 0.742 -1.804
C 3.7424 1.0457 0.9484 -2.711 1.291 -0.288
H -4.1580 -1.7968 0.7361 -0.346 -1.690 1.172
C -2.9094 -0.4956 -0.2555 -0.023 -0.496 -0.636
H 2.4015 -0.8462 1.4061 -0.384 0.866 1.277
H 4.0422 -1.5452 -0.0194 -0.597 -0.090 0.105
```
Positions in Å, forces in eV/Å.

Values from the calculation:
Energy relative to the best compared isomer or geometry (same formula, charge and spin), eV: 6.8706
Net charge: +1
HOMO, eV: -12.17
HOMO-LUMO gap, eV: 4.889
LUMO, eV: -7.28
E_tot, eV: -15596.426



(5)
C10H13N2O3PS2 | wB97M-V/def2-TZVPD

```
31
Properties=species:S:1:pos:R:3:forces:R:3
C -0.6511 -1.6349 1.7706 -0.216 1.662 0.574
C -1.0141 2.6287 -0.1867 0.130 -2.748 -0.101
H -0.8006 -1.4812 2.9100 0.193 0.023 -2.044
C -1.1331 1.7005 -2.7058 1.046 0.113 0.563
H 4.1474 0.0447 0.4115 -0.821 -1.620 0.517
C 3.6842 -0.9618 0.7525 0.026 0.338 -0.440
H -1.3927 -2.4423 1.4517 1.359 1.171 -0.041
H -2.8166 -0.9656 -2.6096 0.492 -0.656 -0.589
H 1.8944 0.2730 1.2502 0.079 -1.825 -0.692
C -0.8094 -0.2372 1.0126 -0.840 1.051 -1.895
C -1.0355 1.3701 -1.1260 0.024 1.807 2.640
O 0.4925 -1.6932 -2.3827 -3.879 0.513 1.937
N -0.8279 3.5459 2.3999 -0.008 -4.862 -1.151
O -1.1493 -3.0998 -0.9227 0.116 2.283 -1.047
C -0.9276 -0.1191 -0.5538 -0.781 2.909 4.292
C 2.0908 -0.7494 0.7410 0.462 1.227 -0.652
C -0.8988 2.5333 1.3741 0.336 -1.829 0.303
H 1.7666 -0.6817 -0.3568 0.386 -0.083 1.637
H -0.3800 -3.6725 -1.1781 -0.661 0.934 0.223
O -2.0755 -1.5211 -2.9616 0.825 0.885 3.627
H -2.0164 2.3868 -2.9639 1.167 -1.260 0.551
C -0.8004 1.0608 1.9372 0.074 0.402 0.651
H -1.0723 3.6890 -0.6400 0.090 -2.098 0.636
P -0.9033 -1.6071 -1.6958 3.937 -2.004 -3.069
S -0.6744 2.6559 3.8771 -0.386 -1.475 -3.293
H -0.1768 2.2953 -2.9837 -1.552 -1.004 0.492
H 4.0198 -1.7453 -0.0318 -0.614 1.125 1.564
S 1.1510 -2.1535 1.5657 0.180 0.305 -0.263
N -0.6930 0.9972 3.4012 -0.226 3.266 -4.448
H -1.1084 0.7543 -3.3492 -0.234 1.400 1.015
H 4.1105 -1.1697 1.7929 -0.704 0.050 -1.498
```
Positions in Å, forces in eV/Å.

Values from the calculation:
HOMO, eV: -8.65
HOMO-LUMO gap, eV: 6.803
LUMO, eV: -1.85
E_tot, eV: -50658.574



(6)
C10H13N4S | wB97M-V/def2-TZVPD

```
28
Properties=species:S:1:pos:R:3:forces:R:3
C -2.6458 1.9173 -0.6521 -2.529 -1.323 -0.216
H -1.0988 -2.2411 -0.3115 1.095 0.000 1.296
C 1.3100 1.2191 1.1222 -0.961 1.712 2.483
H -4.5525 1.0315 0.1374 -1.123 1.040 1.204
H -2.9532 2.6374 0.0686 0.230 1.016 0.548
C 3.4349 1.0039 -0.0168 -0.690 -1.316 -1.010
H 2.9185 2.6494 1.3373 -0.502 -1.943 -0.957
C -3.7977 0.8260 -0.5511 0.038 -0.444 -1.760
H 1.0264 -3.2599 1.1279 0.693 -0.825 -0.855
C 0.8753 0.1049 0.5071 -0.076 -2.518 -2.072
C 2.9722 -0.1386 -0.6881 -1.820 -1.313 0.110
H 0.5654 -1.9878 1.9534 -0.080 0.470 0.592
H 4.4296 1.3167 -0.2156 0.645 0.400 0.094
C 0.8604 -1.6996 -1.0229 -0.738 -0.366 2.245
H 1.4111 -2.6255 -1.0676 -0.149 -0.305 -1.054
H 0.7488 1.7921 1.9393 0.544 -1.136 -1.512
H -4.3571 0.6575 -1.4912 0.725 -0.188 0.239
H -2.6716 2.4067 -1.6512 0.621 -0.541 0.662
N -0.3834 -0.6274 0.6638 -0.339 2.728 0.543
N -0.1887 -1.9244 0.1586 0.574 0.019 -1.024
N -1.4588 1.2922 -0.2493 2.772 -1.157 0.262
H 0.1463 -1.3383 -1.7342 0.162 -0.481 -1.504
S -3.1163 -0.6942 0.1524 1.029 -0.219 -0.270
C 1.6305 -0.5742 -0.4838 1.831 2.304 1.816
H 3.5573 -0.8149 -1.3076 0.394 0.677 -0.080
C -1.4819 0.0867 0.1425 -2.261 1.104 -0.674
N 0.2412 -2.6818 1.3097 -1.245 -0.120 -0.347
C 2.5779 1.6664 0.8228 1.162 2.725 1.239
```
Positions in Å, forces in eV/Å.

Values from the calculation:
Energy relative to the best compared isomer or geometry (same formula, charge and spin), eV: 2.0836
Net charge: +1
HOMO, eV: -12.32
HOMO-LUMO gap, eV: 9.511
LUMO, eV: -2.81
E_tot, eV: -27366.782



(7)
C10H13N5O3 | wB97M-V/def2-TZVPD

```
31
Properties=species:S:1:pos:R:3:forces:R:3
N -0.4552 4.5972 3.7255 2.729 -4.737 1.313
H 0.0981 2.9850 -1.9981 0.288 -0.115 -0.279
H 0.5743 4.1155 -3.3060 -0.106 0.153 0.256
H 2.2372 -0.4938 2.8536 0.029 0.041 -0.004
O -1.1765 5.7164 3.9602 1.341 -1.880 -0.600
C -1.7294 -0.0971 2.0611 -1.772 0.165 0.198
H 2.1587 -0.5140 1.0904 -0.020 0.055 0.036
C 1.7992 -1.0040 1.9957 0.505 -0.153 0.059
H -2.2415 0.4721 1.2716 0.059 -0.075 0.249
C -1.9678 -1.6109 1.9362 -0.141 -0.140 -0.104
C -0.1378 4.7564 -0.2010 -0.749 1.731 -0.858
C -0.8018 5.5011 1.8131 -0.815 1.107 0.575
O -0.0587 3.8030 4.6264 -1.200 2.062 -0.856
N -1.3709 6.2661 2.7696 -0.931 1.925 -3.101
C 0.6010 3.9258 -2.2301 0.522 -0.868 -0.708
H -2.3251 -1.8631 0.9300 0.082 0.021 0.221
H -2.7044 -1.9844 2.6588 0.199 0.100 -0.232
N 0.4743 3.6437 0.2892 -0.034 -0.017 0.265
C 0.3215 -0.9498 2.0595 -1.253 0.575 -0.236
H -0.2826 -2.9415 1.4502 0.030 0.058 0.195
C -0.1925 4.4063 2.3850 -1.434 1.896 2.363
H -2.0990 0.2782 3.0256 -0.063 0.062 -0.167
C -0.5642 -2.1676 2.1741 0.117 -0.594 0.002
N -0.7879 5.6832 0.4786 0.199 0.024 -1.042
H 2.1664 -2.0309 1.9906 -0.044 0.031 0.019
H -0.4686 -2.5990 3.1770 0.117 -0.058 -0.083
H 1.6347 3.8886 -1.8802 -0.019 -0.233 -0.231
N -0.3412 0.1414 2.0004 2.191 0.010 -0.149
O -0.0690 4.9607 -1.5747 -0.627 0.334 2.830
C 0.4334 3.4738 1.5790 0.711 -1.247 0.091
H 0.8742 2.5852 2.0030 0.089 -0.233 -0.023
```
Positions in Å, forces in eV/Å.

Values from the calculation:
Energy relative to the best compared isomer or geometry (same formula, charge and spin), eV: 0.0000
HOMO, eV: -9.03
HOMO-LUMO gap, eV: 7.592
LUMO, eV: -1.43
E_tot, eV: -24167.999



(8)
C10H13NO5Ti | wB97M-V/def2-TZVPD

```
30
Properties=species:S:1:pos:R:3:forces:R:3
N 1.7788 1.1523 -1.9702 -0.018 -0.794 1.431
H 3.6518 -0.5331 -1.1867 -0.319 -0.038 0.324
H 2.4321 -1.5528 -0.3671 0.084 0.134 -0.098
O -0.8357 -2.9316 2.4314 0.883 5.151 -0.802
C 3.0379 1.3531 -2.6771 0.798 -0.023 -0.451
H -4.9575 -1.5930 1.6816 0.277 -0.345 -0.275
C -4.2894 -2.2968 1.1663 0.297 0.202 -0.143
H -3.3104 -2.8660 -0.6373 -0.314 0.311 0.217
H 0.3988 2.6908 -1.5024 0.155 -0.133 -0.164
H 3.1593 -0.1962 0.4914 -0.031 0.063 -0.195
O 0.5371 0.2739 -0.3430 -0.256 -0.236 1.378
H 3.8243 1.7371 -2.0074 -0.391 -0.021 -0.240
C 2.8026 -0.5288 -0.4932 0.325 -0.365 0.038
C -0.6241 -1.8068 2.1739 -0.234 -7.648 -0.813
C -1.1164 -0.4204 3.3650 -2.415 1.769 6.401
H -0.2470 1.3688 -2.5018 0.188 0.095 -0.017
Ti -0.2597 0.1060 1.4461 0.543 -1.851 -2.067
H 0.8938 2.5427 -3.2083 -0.200 -0.006 0.111
H 2.8562 2.0743 -3.4805 0.217 -0.282 0.243
C 1.1495 1.0914 2.5421 4.858 3.449 3.713
C 0.6349 1.9868 -2.3101 -0.492 0.298 -0.277
O -2.9210 1.8603 1.4975 4.569 -2.864 -0.149
C -3.9419 -2.1324 -0.1189 0.157 0.109 0.327
H 3.3910 0.4061 -3.1097 -0.180 0.365 -0.005
H -3.9307 -3.1560 1.7484 -0.279 0.304 -0.295
H -4.2947 -1.2748 -0.7071 0.048 -0.455 0.245
C -1.9372 1.2381 1.4748 -6.398 4.126 0.194
O -1.5484 -0.5867 4.4385 1.831 0.360 -4.687
C 1.6809 0.3260 -0.9477 0.036 0.922 -1.363
O 1.9851 1.6676 3.1113 -3.741 -2.600 -2.580
```
Positions in Å, forces in eV/Å.

Values from the calculation:
Energy relative to the best compared isomer or geometry (same formula, charge and spin), eV: 1.5670
Net charge: +2
2S+1: 3
HOMO (spin up / spin down), eV: -15.69 / -15.67
HOMO-LUMO gap (spin up / spin down), eV: 6.182 / 5.496
LUMO (spin up / spin down), eV: -9.51 / -10.18
⟨S²⟩: 2.0107
E_tot, eV: -45404.916



Look up the E_tot of the eighth one.
-45404.916 eV